(1)
{"formula": "C5H13NO", "method": "wB97M-V/def2-TZVPD", "largest_force_ev_per_a": 2.650, "homo_ev": [-7.135, -7.135], "homo_lumo_gap_ev": [7.1, 7.1], "charge": 0, "species": ["C", "C", "N", "C", "O", "H", "H", "H", "H", "H", "H", "H", "C", "C", "H", "H", "H", "H", "H", "H"], "coordinates": [[1.1866, -1.3058, -0.4759], [0.7307, -0.4379, 1.7191], [0.5482, -0.2353, 0.2858], [0.9806, 1.2448, -0.1660], [1.8440, 1.8512, 0.5110], [1.1430, 1.1449, -1.2648], [1.7927, -0.4678, 1.9762], [2.2493, -1.4012, -0.2298], [1.0842, -1.1038, -1.5417], [0.6964, -2.2629, -0.2736], [0.2797, -1.3820, 2.0373], [0.2512, 0.3782, 2.2596], [-1.8643, 0.3728, -1.2861], [-1.4497, 0.2698, 0.1411], [-1.3906, -0.3909, -1.9039], [-1.6606, 1.3561, -1.7061], [-2.9489, 0.2213, -1.3484], [-1.6753, -0.6762, 0.6180], [-1.7096, 1.1061, 0.7823], [-0.0876, 1.7186, -0.1341]], "forces_ev_per_a": [[-0.8, -0.3, -0.4], [-0.2, 0.1, 0.3], [-1.8, 1.0, 0.3], [-1.6, 2.0, -0.7], [0.9, -0.5, 0.6], [0.2, -0.5, -0.1], [-0.1, 0.2, -0.1], [-0.1, 0.2, 0.1], [0.1, 0.1, 0.0], [0.1, 0.0, 0.1], [-0.1, 0.0, -0.1], [0.2, 0.0, 0.0], [0.1, 0.1, -0.1], [1.5, -2.2, 0.0], [0.0, 0.0, 0.0], [0.1, 0.0, 0.0], [0.1, -0.1, 0.1], [-0.3, -0.1, -0.1], [0.7, 0.0, 0.0], [1.0, 0.0, 0.1]], "mulliken_charge": [-1.06, -1.08, 0.17, -0.10, -0.73, 0.26, 0.37, 0.36, 0.35, 0.35, 0.37, 0.33, -0.93, -0.40, 0.26, 0.31, 0.38, 0.33, 0.42, 0.03]}


(2)
{"formula": "C5H13NO", "method": "wB97M-V/def2-TZVPD", "largest_force_ev_per_a": 1.629, "smiles": "CC/C(C)=C/N.O", "homo_ev": -8.202, "homo_lumo_gap_ev": 9.1, "charge": 0, "species": ["C", "C", "C", "C", "C", "N", "H", "H", "H", "H", "H", "H", "H", "H", "H", "H", "H", "O", "H", "H"], "coordinates": [[-0.7550, 0.1625, 2.6519], [0.6204, 0.0284, 2.0565], [0.7553, 0.2932, 0.5935], [0.7118, 1.7242, 0.1286], [0.7186, -0.7037, -0.3118], [0.8589, -0.5989, -1.7184], [-1.1255, 1.1928, 2.6433], [-0.8358, -0.2223, 3.6684], [-1.5210, -0.3516, 2.0577], [1.0226, -0.9735, 2.2309], [1.3120, 0.6851, 2.5986], [0.9736, 1.9141, -0.9080], [-0.3156, 2.1377, 0.1400], [1.2325, 2.3870, 0.8142], [0.4605, -1.7216, -0.0351], [0.8891, 0.3586, -2.0025], [1.6753, -1.0894, -2.0294], [-2.3002, -0.7969, -2.7662], [-1.7623, -1.2247, -2.0883], [-2.3321, -1.2971, -3.5984]], "forces_ev_per_a": [[-1.3, 0.3, -0.3], [0.8, -0.4, 0.3], [-0.8, -0.1, -1.4], [-0.9, 0.6, 0.3], [0.1, 0.2, 0.3], [-0.7, 0.1, 0.6], [0.3, 0.1, 0.2], [0.2, 0.1, 0.0], [0.3, -0.3, 0.0], [-0.2, -0.1, 0.1], [0.0, 0.1, -0.1], [0.7, -0.1, 0.0], [0.1, -0.5, 0.3], [0.5, 0.1, -0.2], [0.5, -0.1, 0.5], [0.2, 0.3, -0.4], [0.3, -0.2, -0.3], [-0.5, 0.3, -0.2], [0.1, -0.2, -0.7], [0.4, 0.0, 0.9]], "mulliken_charge": [-1.13, -0.68, 0.74, -1.47, -0.46, -0.44, 0.31, 0.35, 0.32, 0.32, 0.34, 0.38, 0.31, 0.33, 0.38, 0.17, 0.23, -0.66, 0.32, 0.31]}


(3)
{"formula": "C5H13NO", "method": "wB97M-V/def2-TZVPD", "largest_force_ev_per_a": 1.412, "smiles": "CC/C=C(/C)N.O", "homo_ev": -7.844, "homo_lumo_gap_ev": 8.7, "charge": 0, "species": ["C", "C", "C", "C", "C", "N", "H", "H", "H", "H", "H", "H", "H", "H", "H", "H", "H", "O", "H", "H"], "coordinates": [[-0.0738, 0.6982, 2.4345], [0.1342, -0.1863, 1.2094], [0.6877, 0.6210, 0.0370], [1.1543, 0.0073, -1.0592], [1.8638, 0.7623, -2.1461], [1.0738, -1.3686, -1.2671], [-0.8000, 1.4576, 2.1671], [-0.3770, 0.1582, 3.3291], [0.8562, 1.2152, 2.6671], [-0.8377, -0.5876, 0.8801], [0.8576, -0.9942, 1.3394], [0.5947, 1.6982, -0.0132], [2.8588, 0.3820, -2.3485], [1.2817, 0.6811, -3.0706], [1.9382, 1.8097, -1.8826], [1.6950, -1.7009, -1.9936], [1.0659, -1.9408, -0.4380], [-3.8701, -0.3713, 0.6156], [-3.9004, -1.1967, 0.1079], [-3.6102, 0.3025, -0.0208]], "forces_ev_per_a": [[0.6, -0.2, -0.2], [-0.2, 0.9, -1.1], [-0.3, -0.7, -0.1], [0.5, 0.4, 0.3], [-1.0, 0.0, -0.4], [0.2, 0.0, -0.3], [-0.3, 0.1, 0.2], [-0.2, 0.0, -0.1], [0.1, 0.1, 0.1], [0.2, -0.3, 0.3], [-0.3, -0.2, 0.6], [0.3, 0.1, 0.4], [0.2, -0.2, 0.1], [0.2, 0.1, -0.1], [0.0, 0.2, 0.0], [-0.1, -0.1, 0.3], [0.0, -0.1, -0.1], [0.0, -0.3, -0.2], [0.0, 0.3, 0.2], [0.0, 0.0, 0.0]], "mulliken_charge": [-1.44, -0.13, -0.32, 0.51, -1.44, -0.50, 0.32, 0.37, 0.36, 0.28, 0.30, 0.25, 0.37, 0.33, 0.31, 0.25, 0.19, -0.65, 0.32, 0.31]}


(4)
{"formula": "C5H13NO", "method": "wB97M-V/def2-TZVPD", "largest_force_ev_per_a": 4.193, "smiles": "C=C(C)CCN.O", "homo_ev": -8.683, "homo_lumo_gap_ev": 9.4, "charge": 0, "species": ["C", "C", "C", "C", "C", "N", "H", "H", "H", "H", "H", "H", "H", "H", "H", "H", "H", "O", "H", "H"], "coordinates": [[1.7942, 0.6108, -0.8645], [0.8557, 0.1659, 0.0903], [1.3208, -0.4763, 1.3661], [-0.6736, 0.3999, -0.2041], [-0.9640, 1.0107, -1.5864], [-0.5622, 2.4261, -1.8014], [2.9130, 0.8618, -0.6865], [1.4411, 0.9713, -1.8551], [0.4285, -0.4389, 2.0343], [1.9983, 0.2063, 1.9184], [1.8360, -1.4885, 1.4530], [-1.1159, 1.0334, 0.5715], [-1.2784, -0.5729, -0.0270], [-0.6980, 0.3426, -2.4156], [-2.0588, 1.2465, -1.7434], [0.2073, 2.4117, -2.4862], [-1.4008, 2.9003, -2.3239], [-1.2067, -3.3966, 2.6361], [-0.6682, -4.1130, 2.1931], [-2.0137, -3.4368, 2.0803]], "forces_ev_per_a": [[-1.0, 0.2, 1.6], [2.1, 0.9, -3.5], [-0.5, 0.6, 2.2], [0.4, -1.6, 0.3], [-2.5, 0.8, -0.3], [-0.6, 0.8, -1.8], [-2.0, -1.2, 0.0], [0.3, -0.2, 1.0], [0.6, -0.7, -0.2], [0.0, -0.2, -0.5], [-1.0, 1.2, -0.9], [0.4, 0.3, 0.0], [1.1, 1.2, -0.7], [0.2, 0.1, 0.3], [0.6, -1.8, 0.8], [-0.4, 0.5, 0.6], [2.4, -1.0, 1.3], [0.1, -1.5, -1.6], [-0.6, 1.2, 0.9], [0.5, 0.3, 0.6]], "mulliken_charge": [-0.74, 0.54, -1.12, -0.33, -0.80, -0.60, 0.22, 0.21, 0.30, 0.30, 0.25, 0.32, 0.22, 0.32, 0.42, 0.24, 0.27, -0.64, 0.32, 0.31]}


(5)
{"formula": "C5H13NO", "method": "wB97M-V/def2-TZVPD", "largest_force_ev_per_a": 1.084, "smiles": "CC(N)=O.CCC", "homo_ev": -9.855, "homo_lumo_gap_ev": 10.6, "charge": 0, "species": ["C", "C", "N", "O", "H", "H", "H", "H", "H", "C", "C", "C", "H", "H", "H", "H", "H", "H", "H", "H"], "coordinates": [[2.0515, -1.6473, -1.9742], [2.5329, -0.4892, -1.1368], [1.6213, 0.4964, -0.9053], [3.7007, -0.3649, -0.8379], [1.9179, -1.3007, -3.0047], [1.0820, -2.0118, -1.6673], [2.8567, -2.3665, -2.0436], [1.9693, 1.4229, -0.6753], [0.6593, 0.4859, -1.2082], [-2.0278, 1.7119, 1.4765], [-2.2353, 0.2437, 1.0593], [-0.9103, -0.5195, 1.1214], [-1.0375, 1.8860, 1.8846], [-2.7654, 2.0884, 2.1949], [-2.1662, 2.4389, 0.6804], [-2.9872, -0.2321, 1.6926], [-2.5527, 0.2983, 0.0178], [-0.6739, -0.8389, 2.1360], [-0.9135, -1.4061, 0.4829], [-0.1219, 0.1046, 0.7070]], "forces_ev_per_a": [[0.1, 0.4, -0.5], [0.2, 0.3, -1.0], [-0.3, 1.0, 0.2], [0.1, 0.0, 0.3], [0.0, 0.3, 0.1], [-0.1, -0.5, 0.3], [-0.2, -0.5, 0.4], [0.1, -0.5, 0.1], [0.3, -0.4, -0.2], [-0.6, 0.6, 0.5], [0.5, 0.7, -0.1], [-0.3, -0.2, -0.4], [0.1, 0.0, 0.2], [0.2, -0.4, 0.3], [0.2, -0.2, -0.5], [-0.1, 0.0, -0.3], [-0.4, -0.5, 0.1], [0.2, 0.2, 0.0], [-0.2, -0.2, 0.2], [0.1, 0.0, 0.4]], "mulliken_charge": [-0.94, 0.65, -0.40, -0.61, 0.29, 0.29, 0.29, 0.18, 0.22, -1.06, -0.17, -0.98, 0.29, 0.32, 0.29, 0.30, 0.24, 0.34, 0.29, 0.17]}


(6)
{"formula": "C5H13NO", "method": "wB97M-V/def2-TZVPD", "largest_force_ev_per_a": 1.618, "smiles": "C=CCCCN.O", "homo_ev": -9.597, "homo_lumo_gap_ev": 10.5, "charge": 0, "species": ["C", "C", "C", "C", "C", "N", "H", "H", "H", "H", "H", "H", "H", "H", "H", "H", "H", "O", "H", "H"], "coordinates": [[1.8591, -2.4531, 0.4427], [0.7015, -1.7913, 0.4505], [-0.0381, -1.4329, -0.8213], [-1.2572, -0.5517, -0.6082], [-0.9714, 0.7450, 0.1900], [-0.4089, 1.8445, -0.6223], [2.2938, -2.8934, 1.3270], [2.2922, -2.6645, -0.5303], [0.2803, -1.4961, 1.4066], [-0.3157, -2.3378, -1.3672], [0.7060, -0.9475, -1.4672], [-1.7639, -0.2297, -1.5201], [-2.0082, -1.0862, -0.0129], [-1.8583, 1.1224, 0.6885], [-0.2073, 0.4820, 0.9173], [-1.1125, 2.0925, -1.3064], [0.4644, 1.6224, -1.0717], [0.3722, 3.4309, 1.7210], [-0.1788, 3.0170, 1.0182], [1.1510, 3.5275, 1.1658]], "forces_ev_per_a": [[-0.8, 0.1, -0.5], [0.4, -0.4, 0.2], [0.5, 0.4, -0.2], [-0.7, 0.8, 0.9], [1.2, -0.5, -0.9], [-0.9, 0.1, 0.6], [0.2, 0.3, 0.1], [0.2, -0.3, 0.2], [-0.3, -0.2, 0.0], [-0.1, 0.0, 0.2], [-0.2, 0.1, -0.1], [0.1, -0.4, -0.3], [0.1, -0.2, -0.2], [-0.1, 0.0, 0.1], [-0.2, 0.3, 0.5], [0.3, 0.2, -0.3], [0.0, -0.2, -0.2], [-0.3, -0.4, -0.9], [-0.1, 0.1, 0.5], [0.5, 0.3, 0.4]], "mulliken_charge": [-0.91, -0.01, -0.58, -0.75, -0.59, -0.61, 0.27, 0.26, 0.35, 0.39, 0.30, 0.36, 0.33, 0.43, 0.36, 0.21, 0.19, -0.70, 0.39, 0.30]}


For reference, ΔE to the lowest compared entry with this formula, charge and spin by record: 113.9; 29.2; 23.3; 65.2; 9.4; 33.6 kcal per mole.